{
  "formula": "C12H37O10",
  "method": "wB97M-V/def2-TZVPD",
  "symbols": ["C", "O", "O", "O", "H", "C", "O", "H", "H", "H", "H", "C", "O", "H", "H", "H", "H", "C", "O", "H", "H", "H", "H", "C", "O", "H", "H", "H", "H", "C", "O", "H", "H", "H", "H", "C", "C", "C", "O", "H", "H", "H", "H", "H", "H", "H", "H", "C", "C", "C", "O", "H", "H", "H", "H", "H", "H", "H", "H"],
  "coordinates": [[0.587, -0.382, -0.839], [0.112, 0.399, -0.033], [0.259, -1.687, -0.625], [1.330, -0.151, -1.842], [-0.264, -1.421, 0.122], [4.725, 0.244, -2.333], [3.876, 0.562, -1.303], [4.577, -0.583, -2.943], [5.682, 0.155, -2.305], [4.865, 1.068, -2.861], [2.960, 0.385, -1.550], [-2.647, -3.116, 0.645], [-3.752, -3.867, 0.371], [-1.745, -3.790, 0.159], [-2.275, -3.138, 1.716], [-3.040, -2.158, 0.019], [-4.481, -3.434, 0.776], [1.311, 3.154, -1.423], [0.015, 2.636, -1.633], [1.776, 2.658, -0.582], [1.363, 4.279, -1.478], [1.869, 2.927, -2.191], [0.289, 1.802, -1.313], [2.039, -2.942, -2.756], [1.613, -3.800, -1.722], [2.754, -3.259, -3.671], [2.313, -2.131, -2.272], [1.431, -2.265, -3.329], [0.984, -3.342, -1.153], [-1.819, -0.010, -3.366], [-0.571, -0.001, -3.845], [-2.631, -0.106, -4.110], [-1.935, 0.770, -2.913], [-1.921, -0.890, -2.787], [-0.046, -0.051, -2.919], [-3.319, 1.242, -0.022], [-2.919, 1.397, 1.391], [-4.122, 1.506, 2.300], [-2.015, 0.396, 1.845], [-3.553, 0.227, -0.433], [-2.501, 1.680, -0.550], [-4.123, 1.896, -0.192], [-2.362, 2.294, 1.647], [-4.788, 0.535, 2.638], [-4.810, 2.287, 1.883], [-3.863, 1.908, 3.028], [-1.135, 0.277, 1.348], [1.694, -0.796, 3.042], [1.211, 0.722, 3.310], [1.935, 1.398, 4.504], [1.686, 1.490, 2.100], [1.504, -1.353, 3.878], [2.784, -0.891, 3.029], [1.276, -1.249, 2.014], [0.284, 0.858, 3.478], [3.105, 1.229, 4.726], [1.477, 0.852, 5.390], [1.796, 2.409, 4.617], [1.133, 1.186, 1.318]],
  "forces_ev_per_angstrom": [[2.8, -0.9, -3.1], [-0.7, 1.6, 1.5], [-0.1, 0.3, -0.1], [-1.2, 0.2, 1.2], [-1.3, -1.4, 1.3], [-4.4, -0.4, 0.1], [0.6, -0.5, 1.8], [-1.7, -1.7, -1.2], [6.7, -1.3, 3.4], [-0.7, 4.0, -3.8], [-0.2, -0.2, -0.3], [2.7, 0.1, -2.4], [-1.4, -2.8, 0.2], [-1.9, 2.3, 0.5], [-1.0, 1.0, -0.9], [2.8, -1.0, 2.1], [-1.1, 0.3, 0.4], [-1.8, 3.0, 2.2], [-0.1, 1.6, -0.1], [0.2, 0.6, 0.8], [-0.4, -0.9, 1.0], [3.2, -1.6, -4.4], [-1.2, -2.2, 0.4], [0.6, -1.4, -3.3], [-0.3, -1.8, -1.1], [-1.1, -0.3, 3.0], [3.6, 3.7, 2.3], [-2.7, -1.0, -0.7], [0.2, 0.4, -0.4], [-1.6, -7.8, -4.8], [4.5, -0.4, 1.2], [0.5, 0.2, -0.4], [-2.2, 8.7, 5.7], [-0.8, -1.0, 1.3], [-0.3, 0.3, -3.7], [1.0, -0.4, -1.1], [0.4, -1.2, 1.3], [-6.2, -7.0, -10.0], [1.1, -1.6, 0.2], [0.3, 0.7, 0.8], [0.6, -0.1, -1.1], [-1.4, 0.7, -0.5], [-0.2, 0.9, -1.0], [1.9, 2.1, -1.3], [0.2, -1.0, -0.2], [4.3, 5.9, 12.4], [-2.1, 1.0, 0.3], [-0.5, 2.1, -2.7], [10.1, -0.6, -3.2], [1.9, -4.5, 1.7], [-1.9, -1.0, 0.4], [-1.4, -1.9, 2.0], [0.0, 0.7, -0.6], [0.8, 1.0, 2.6], [-6.9, 0.5, 0.7], [-2.5, 0.1, -1.3], [0.4, 0.9, -0.6], [-0.8, 2.4, -0.1], [0.9, 0.4, 1.2]],
  "total_charge": -1,
  "total_energy_ev": -33510.46883,
  "e_above_lowest_kcal_mol": 38.5,
  "homo_lumo_gap_ev": 9.083,
  "max_force_ev_per_a": 14.4,
  "lumo_energy_ev": 2.61
}

***

{
  "formula": "C11H20Cl2O5SSn",
  "method": "wB97M-V/def2-TZVPD",
  "symbols": ["C", "C", "C", "C", "C", "C", "C", "C", "C", "C", "Sn", "Cl", "Cl", "O", "H", "H", "H", "H", "H", "H", "H", "H", "H", "H", "H", "H", "H", "H", "H", "H", "O", "H", "C", "S", "O", "O", "O", "H", "H", "H"],
  "coordinates": [[-0.614, 1.001, -1.992], [-1.474, -0.132, -1.779], [-0.652, -1.274, -1.557], [-2.964, -0.121, -1.865], [0.716, -0.846, -1.583], [0.753, 0.556, -1.856], [1.930, 1.386, -2.150], [-1.099, 2.398, -2.205], [-1.221, -2.606, -1.265], [1.903, -1.693, -1.492], [0.934, 1.547, 1.819], [-0.978, 0.354, 1.234], [0.490, 3.706, 2.782], [2.345, 0.460, 0.978], [-3.426, 0.836, -1.536], [-3.439, -0.890, -1.221], [-3.255, -0.319, -2.925], [-1.968, -2.599, -0.454], [-0.466, -3.315, -0.915], [-1.729, -3.013, -2.150], [1.817, -2.512, -0.788], [2.752, -1.089, -1.197], [2.150, -2.136, -2.453], [2.800, 0.920, -1.695], [1.949, 2.399, -1.619], [2.104, 1.415, -3.240], [-1.945, 2.703, -1.541], [-1.452, 2.463, -3.260], [-0.303, 3.139, -1.969], [2.019, -0.451, 1.142], [1.902, 2.677, 0.025], [2.523, 3.457, 0.226], [-1.130, -1.207, 4.840], [0.590, -0.920, 4.299], [1.421, -0.893, 5.485], [0.929, -1.902, 3.255], [0.460, 0.505, 3.689], [-0.985, -2.047, 5.523], [-1.769, -1.582, 4.041], [-1.617, -0.378, 5.371]],
  "forces_ev_per_angstrom": [[0.2, -1.6, 0.9], [1.5, 0.6, -0.3], [0.3, 1.7, 0.0], [-0.4, -0.1, 0.0], [-1.8, 1.0, -0.3], [-2.5, -0.4, 0.0], [1.0, 0.7, -0.2], [0.0, 0.3, 0.0], [-0.1, -0.5, 0.3], [0.6, -0.3, 0.0], [0.7, 0.6, -2.8], [-0.2, 0.7, -0.2], [0.1, -0.5, 0.3], [-0.4, -1.4, 1.7], [0.3, -0.3, -0.3], [0.2, 0.1, -0.4], [-0.4, 0.1, 0.5], [0.0, 0.2, -0.1], [0.1, -0.1, -0.2], [0.0, -0.3, 0.0], [-0.1, -0.3, 0.4], [0.4, 0.1, 0.2], [0.3, -0.3, -0.4], [0.4, -0.1, -0.1], [-0.4, -1.3, -1.6], [0.1, 0.3, 0.0], [0.3, -0.4, -0.4], [0.1, 0.6, 0.4], [-0.3, -0.4, -0.5], [0.5, 0.2, -0.2], [0.2, 2.2, 3.2], [-1.6, -1.6, 0.0], [0.5, -0.8, 0.3], [-0.3, 1.4, -2.3], [-0.4, -0.2, -0.2], [-0.5, 1.0, 1.6], [1.0, -1.0, 1.1], [-0.2, 0.1, 0.2], [0.3, 0.4, -0.3], [0.6, -0.1, -0.3]],
  "total_charge": -2,
  "total_energy_ev": -63681.18181,
  "e_above_lowest_kcal_mol": 0.0,
  "homo_lumo_gap_ev": 3.954,
  "max_force_ev_per_a": 3.9,
  "lumo_energy_ev": 4.65
}

***

Respective highest occupied orbital energy values: -6.5 0.7 eV.